Record 1
ORCA calculation (ωB97M-V with the def2-TZVPD basis set) on the molecule C16H19BrN8O.

```
45
Properties=species:S:1:pos:R:3:forces:R:3
Br 0.456 -2.805 -5.957 0.318 0.629 1.016
O -0.754 -3.300 -3.263 0.713 0.978 1.684
N 0.392 -1.667 -1.984 -0.367 -0.857 0.691
N 0.101 4.643 1.102 0.292 -0.701 2.048
N 1.883 -0.281 -0.767 -0.503 -1.012 -0.260
N -0.555 0.147 1.984 0.574 0.088 -1.140
N 0.106 3.767 2.177 0.314 1.047 -0.841
N 1.019 4.070 3.156 -1.582 -1.034 -1.037
N 2.068 -0.397 -2.983 1.717 0.813 -1.863
N 0.142 -0.665 1.136 1.303 -1.508 -1.333
C 0.823 -1.915 -4.262 0.671 -0.640 -2.225
C 0.173 -2.288 -3.128 -1.746 -0.801 0.498
C 0.997 5.545 1.445 0.572 -1.163 1.896
C -1.247 2.357 3.704 0.721 0.122 -0.462
C 0.848 1.341 0.587 -2.071 1.501 2.307
C 0.990 0.037 0.269 -0.937 1.282 1.435
C -0.845 2.624 2.216 -0.475 -0.900 1.086
C -1.165 -3.876 -2.013 -0.123 -0.733 0.017
C 1.574 5.163 2.737 0.169 1.609 -2.488
C -1.672 -5.290 -2.131 -0.198 -0.133 0.356
C -0.194 1.371 1.652 2.085 0.139 -1.408
C 1.826 -0.983 -4.142 -0.627 -0.003 -1.169
C 1.381 -0.784 -1.956 -0.126 -0.922 0.626
C -0.327 -5.024 -1.477 0.104 0.536 0.197
C -2.088 2.923 1.352 0.704 1.395 -0.387
C 0.152 -2.150 1.254 0.230 1.217 0.507
H -0.248 -5.142 -0.407 -0.193 0.180 0.195
H -1.619 -5.790 -3.095 -0.186 0.344 0.063
H 2.352 -0.735 -5.081 0.083 0.250 0.919
H -2.580 3.852 1.706 0.321 -0.424 -0.298
H 2.431 5.686 3.154 -0.433 -0.425 0.507
H -0.385 1.908 4.211 -0.197 0.329 0.087
H -2.055 1.641 3.784 -0.168 -0.137 -0.325
H 0.648 -5.233 -1.938 -0.809 -0.073 -0.330
H -2.557 -5.573 -1.501 1.145 0.260 -0.629
H 2.503 0.492 -1.053 -0.438 -0.497 0.820
H 1.411 2.197 0.217 -0.409 -0.339 -0.086
H -1.656 -3.207 -1.290 0.340 -0.195 -0.660
H -1.552 3.276 4.202 0.115 0.034 -0.060
H 0.631 -2.444 2.199 -0.357 0.117 -0.152
H 0.765 -2.523 0.449 0.050 -0.067 -0.302
H -2.815 2.132 1.389 -0.035 -0.566 0.228
H -0.848 -2.563 1.167 -0.097 0.075 0.092
H -1.757 3.049 0.301 -0.383 0.067 0.616
H 1.249 6.414 0.877 -0.080 0.119 -0.434
```
Positions in Å, forces in eV/Å.

Values from the calculation:
HOMO-LUMO gap	9.258	eV
charge	0
lowest unoccupied orbital energy	0.6	eV
electronic energy	-3708.3124	Ha
SMILES	Cn1nc(C(C)(C)n2nccn2)cc1Nc1ncc(Br)c(OC2CC2)n1


Record 2
ORCA calculation (ωB97M-V with the def2-TZVPD basis set) on a 2-piece molecular cluster, C19H26N4O4S overall.

```
54
Properties=species:S:1:pos:R:3:forces:R:3
S 0.481 1.405 3.193 0.094 0.107 0.006
O 3.587 -4.901 3.435 -0.012 -0.136 -0.153
O -2.523 -0.262 -9.395 0.520 0.937 0.609
O -1.075 -3.462 3.715 0.324 0.107 0.167
O -0.445 2.663 -6.096 -0.705 -0.436 0.428
N -2.146 1.178 -6.217 -0.394 0.005 1.099
N -1.017 -2.731 5.834 0.040 0.181 1.050
N 1.799 -3.661 3.856 -1.929 0.668 0.412
N -2.809 -0.121 -8.000 -0.043 -0.510 -0.979
C 1.061 2.658 -1.417 -0.124 0.282 -0.330
C -1.273 1.394 -8.616 0.577 0.594 -0.040
C -1.687 2.336 -4.058 0.017 -0.450 -0.017
C 1.028 -2.574 4.475 0.430 0.058 -0.227
C -0.023 4.166 -3.501 0.199 -0.173 0.268
C 0.357 -0.118 4.170 0.060 -0.449 -0.337
C 1.033 4.680 -2.744 -0.255 -0.429 0.062
C 1.154 -1.306 3.612 -0.506 0.416 0.083
C 3.896 -3.232 5.087 -0.251 -0.072 -0.183
C 0.010 2.140 -2.183 0.189 0.499 -0.162
C -0.540 2.888 -3.235 0.357 0.113 0.100
C -2.060 0.845 -7.552 0.240 -0.220 -1.506
C -1.592 0.683 -9.726 -0.404 0.081 1.772
C -0.447 -2.975 4.647 -0.131 -0.474 -1.112
C -1.354 2.072 -5.530 1.250 0.983 -0.828
C -0.436 0.928 1.701 0.050 -0.294 0.271
C 3.074 -3.987 4.061 1.599 -0.647 0.150
C -2.417 -3.025 6.137 0.147 -0.035 -0.420
C 1.574 3.927 -1.699 -0.236 -0.182 -0.155
H 3.965 -2.184 4.802 -0.006 0.187 0.189
H 2.203 -1.019 3.541 0.045 -0.122 -0.041
H -0.564 2.209 -8.543 -0.200 -0.250 0.023
H 3.438 -3.332 6.068 0.005 0.190 0.156
H 0.792 -1.531 2.609 0.079 -0.154 -0.022
H 1.486 2.073 -0.606 -0.066 0.045 -0.101
H -2.518 3.044 -4.021 -0.094 -0.069 -0.148
H -0.451 -2.330 6.565 -0.049 -0.060 -0.077
H -0.698 -0.386 4.239 -0.087 0.040 0.102
H -2.842 0.668 -5.689 0.046 0.011 -0.153
H 4.897 -3.663 5.116 -0.193 0.012 -0.090
H -2.590 -2.994 7.214 0.191 0.051 -0.129
H -3.063 -2.295 5.647 -0.068 -0.069 0.042
H -2.032 1.401 -3.611 -0.120 0.057 0.061
H 1.432 5.664 -2.970 -0.070 -0.127 0.030
H 2.394 4.326 -1.110 -0.108 -0.063 -0.063
H -1.440 0.600 1.975 0.001 0.010 -0.055
H -2.674 -4.018 5.763 0.053 0.136 0.024
H 1.431 -2.356 5.463 0.209 -0.079 0.092
H 1.311 -4.235 3.182 -0.053 0.069 -0.028
H -1.175 0.833 -10.717 -0.553 -0.616 0.035
H 0.720 0.098 5.176 -0.076 0.305 0.023
H -0.512 1.788 1.035 0.099 0.019 0.169
H -0.371 1.149 -1.955 -0.036 0.052 -0.072
H -0.432 4.759 -4.314 0.024 -0.147 0.093
H 0.084 0.121 1.185 -0.073 0.048 -0.089
```
Positions in Å, forces in eV/Å.

Values from the calculation:
HOMO-LUMO gap	9.160	eV
charge	0
lowest unoccupied orbital energy	0.3	eV
electronic energy	-1657.7746	Ha
SMILES	CNC(=O)[C@H](CCSC)NC(C)=O.O=C(Cc1ccccc1)Nc1ccon1


- Among the records above, which one has the lowest HOMO-LUMO gap?
  C19H26N4O4S


- Which formula does entry 2 have?
  C19H26N4O4S


- The highest lowest unoccupied orbital energy belongs to which entry?
  C16H19BrN8O